{"formula": "C21H16Cl2CoN8O2S", "method": "ωB97M-V/def2-TZVPD", "e_tot_ev": -111560.130, "multiplicity": 2, "total_charge": 0, "max_force_ev_per_a": 0.8, "lumo_ev": [-0.19, -0.19], "gap_ev": [6.849, 6.973], "symbols": ["Co", "Cl", "C", "C", "C", "N", "C", "O", "C", "C", "C", "C", "C", "N", "C", "C", "C", "Cl", "N", "C", "O", "C", "C", "C", "C", "C", "N", "H", "H", "H", "H", "H", "H", "H", "H", "H", "H", "C", "C", "N", "N", "C", "S", "N", "N", "H", "H", "H", "H", "H", "H"], "coordinates": [[-0.505, 0.000, -0.139], [-6.668, 1.594, 1.820], [-5.334, 0.695, 1.172], [-4.253, 1.389, 0.651], [-3.161, 0.697, 0.149], [-1.954, 1.280, -0.283], [-1.913, 2.536, -0.744], [-2.862, 3.248, -1.055], [-0.524, 3.140, -0.822], [-0.405, 4.451, -1.266], [0.832, 5.065, -1.233], [1.913, 4.353, -0.734], [1.702, 3.047, -0.330], [0.518, 2.433, -0.385], [-3.161, -0.697, 0.148], [-4.253, -1.389, 0.651], [-5.334, -0.695, 1.172], [-6.668, -1.594, 1.820], [-1.954, -1.280, -0.284], [-1.913, -2.536, -0.744], [-2.862, -3.248, -1.055], [-0.525, -3.141, -0.821], [-0.406, -4.452, -1.265], [0.830, -5.066, -1.231], [1.912, -4.355, -0.731], [1.701, -3.049, -0.328], [0.518, -2.434, -0.384], [-4.263, 2.468, 0.637], [-1.301, 4.950, -1.609], [0.956, 6.083, -1.579], [2.898, 4.793, -0.655], [2.533, 2.478, 0.084], [-4.263, -2.468, 0.636], [-1.302, -4.950, -1.608], [0.954, -6.085, -1.576], [2.896, -4.795, -0.651], [2.533, -2.480, 0.086], [4.819, 0.002, 0.066], [3.762, 0.001, 1.106], [3.947, 0.001, 2.381], [2.680, 0.001, 2.905], [1.695, 0.000, 1.994], [0.048, 0.000, 2.233], [2.406, 0.001, 0.818], [1.808, 0.001, -0.433], [5.788, 0.002, 0.556], [4.742, 0.885, -0.571], [4.743, -0.881, -0.571], [2.541, 0.000, 3.901], [2.052, 0.838, -0.948], [2.053, -0.836, -0.949]], "forces_ev_per_angstrom": [[-0.7, 0.0, 0.1], [0.0, 0.0, 0.0], [0.0, -0.1, 0.0], [0.0, 0.1, 0.0], [0.0, 0.2, -0.1], [0.4, -0.3, 0.2], [0.0, 0.0, 0.0], [0.0, 0.1, 0.1], [0.0, 0.0, 0.0], [0.0, 0.1, 0.0], [0.0, 0.0, 0.0], [0.0, 0.0, 0.0], [0.0, 0.1, 0.0], [-0.1, 0.1, 0.0], [0.0, -0.2, -0.1], [0.0, -0.1, 0.0], [0.0, 0.1, 0.0], [0.0, 0.0, 0.0], [0.4, 0.3, 0.2], [0.0, 0.0, 0.0], [0.0, -0.1, 0.1], [0.0, 0.0, 0.0], [0.0, -0.1, 0.0], [0.0, 0.0, 0.0], [0.0, 0.0, 0.0], [0.0, 0.0, 0.0], [-0.1, -0.1, 0.0], [0.0, 0.0, 0.0], [0.0, 0.0, 0.0], [0.0, 0.0, 0.0], [0.0, 0.0, 0.0], [0.0, 0.1, 0.0], [0.0, 0.0, 0.0], [0.0, 0.0, 0.0], [0.0, 0.0, 0.0], [0.0, 0.0, 0.0], [0.0, -0.1, 0.0], [0.0, 0.0, 0.0], [-0.1, 0.0, -0.1], [-0.1, 0.0, 0.1], [0.1, 0.0, 0.2], [0.1, 0.0, 0.1], [0.1, 0.0, -0.1], [0.0, 0.0, -0.2], [0.2, 0.0, -0.2], [0.0, 0.0, 0.0], [0.0, 0.0, 0.0], [0.0, 0.0, 0.0], [0.0, 0.0, 0.0], [0.0, 0.0, 0.0], [0.0, 0.0, 0.0]], "lowdin_spin": [0.968, 0.000, 0.001, 0.001, -0.002, -0.014, 0.002, -0.001, 0.001, 0.000, 0.000, 0.000, 0.000, 0.001, -0.002, 0.001, 0.001, 0.000, -0.014, 0.002, -0.001, 0.001, 0.000, 0.000, 0.000, 0.000, 0.001, 0.000, 0.000, 0.000, 0.000, 0.000, 0.000, 0.000, 0.000, 0.000, 0.000, 0.000, 0.000, 0.000, 0.000, 0.007, 0.041, 0.000, 0.002, 0.000, 0.000, 0.000, 0.001, 0.000, 0.000]}